[1]
{"formula": "C3H8NO", "method": "ωB97M-V/def2-TZVPD", "spin_multiplicity": 1, "smiles": "CNCC[O-]", "charge": -1, "orbital_gap_ev": 7.09, "total_energy_ha": -249.05530, "e_above_lowest_kcal_mol": 19.6, "lumo_ha": 0.1686, "symbols": ["C", "N", "C", "C", "O", "H", "H", "H", "H", "H", "H", "H", "H"], "positions_angstrom": [[-1.538, 0.912, 0.065], [-0.085, 1.008, 0.080], [0.553, -0.065, -0.719], [1.258, -1.061, 0.344], [0.789, -0.922, 1.595], [-1.994, 0.367, 0.927], [-1.898, 0.233, -0.729], [-2.090, 1.846, -0.086], [0.216, 0.716, 1.028], [1.350, 0.462, -1.243], [-0.043, -0.612, -1.446], [2.330, -0.792, 0.242], [1.153, -2.092, -0.059]]}


[2]
{"formula": "C7H9O5S2", "method": "ωB97M-V/def2-TZVPD", "spin_multiplicity": 1, "charge": -1, "orbital_gap_ev": 6.33, "total_energy_ha": -1444.62514, "e_above_lowest_kcal_mol": 42.6, "lumo_ha": 0.1094, "symbols": ["C", "C", "C", "C", "C", "C", "C", "O", "O", "O", "O", "O", "S", "S", "H", "H", "H", "H", "H", "H", "H", "H", "H"], "positions_angstrom": [[-0.018, 0.419, 0.154], [-0.894, -0.519, 0.592], [1.401, 0.264, -0.050], [-0.528, 1.841, -0.038], [-2.677, 0.498, 0.722], [0.114, -2.736, 0.647], [3.374, 1.367, -0.564], [-2.422, -1.154, -1.477], [2.029, -0.818, -0.172], [-4.620, -0.695, -0.571], [-0.886, -1.750, 0.991], [1.963, 1.442, -0.402], [-2.062, 2.101, 0.891], [-3.363, -0.121, -1.114], [0.190, 2.594, 0.401], [-0.538, 2.005, -1.216], [-3.237, 0.185, 1.626], [-0.188, -3.587, 1.287], [1.100, -2.478, 0.955], [0.197, -2.921, -0.414], [3.418, 2.132, -1.361], [3.588, 0.356, -1.101], [4.063, 1.573, 0.214]]}


[3]
{"formula": "C37H53ClIrN4O3P3SSi2", "method": "ωB97M-V/def2-TZVPD", "spin_multiplicity": 2, "charge": 1, "orbital_gap_ev": [6.73, 6.73], "total_energy_ha": -4452.19379, "e_above_lowest_kcal_mol": 0.0, "lumo_ha": [-0.1183, -0.1183], "symbols": ["Ir", "C", "Si", "C", "C", "N", "P", "C", "P", "N", "Si", "C", "C", "C", "C", "C", "C", "C", "C", "C", "C", "C", "C", "C", "C", "C", "C", "C", "C", "C", "C", "C", "C", "C", "C", "C", "C", "C", "H", "H", "H", "H", "H", "H", "H", "H", "H", "H", "H", "H", "H", "H", "H", "H", "H", "H", "H", "H", "H", "H", "H", "H", "H", "H", "H", "H", "H", "H", "H", "H", "H", "H", "H", "H", "H", "H", "S", "C", "N", "C", "C", "N", "H", "H", "H", "H", "H", "H", "C", "O", "P", "O", "C", "O", "C", "H", "H", "H", "H", "H", "H", "H", "H", "H", "Cl"], "positions_angstrom": [[-1.540, 0.813, -0.366], [-1.529, -1.475, 5.357], [-1.254, -2.234, 3.670], [-2.829, -2.936, 2.997], [0.055, -3.539, 3.774], [-0.788, -0.814, 2.658], [0.507, -0.447, 1.756], [0.133, -0.004, 0.079], [0.529, -0.585, -1.533], [-0.962, -0.276, -2.088], [-1.493, 0.310, -3.647], [-0.275, -0.095, -5.002], [-3.127, -0.444, -4.112], [-1.692, 2.177, -3.569], [1.212, -2.151, -2.079], [2.563, -2.442, -1.906], [3.077, -3.641, -2.374], [2.249, -4.533, -3.042], [0.906, -4.236, -3.232], [0.383, -3.053, -2.740], [1.788, 0.613, -2.132], [2.519, 0.336, -3.289], [3.449, 1.240, -3.783], [3.687, 2.426, -3.111], [2.977, 2.709, -1.952], [2.024, 1.823, -1.475], [1.216, 1.110, 2.397], [2.392, 1.582, 1.809], [3.060, 2.671, 2.341], [2.551, 3.310, 3.468], [1.364, 2.868, 4.042], [0.699, 1.766, 3.508], [1.883, -1.567, 2.098], [2.249, -2.624, 1.273], [3.324, -3.431, 1.616], [4.021, -3.208, 2.792], [3.650, -2.164, 3.630], [2.598, -1.338, 3.280], [-2.151, -2.123, 5.977], [-2.031, -0.507, 5.292], [-0.581, -1.327, 5.879], [-3.274, -3.635, 3.709], [-2.607, -3.459, 2.067], [-3.567, -2.165, 2.778], [-0.397, -4.373, 4.320], [0.940, -3.226, 4.328], [0.335, -3.899, 2.786], [0.123, -1.109, -4.920], [0.562, 0.602, -5.028], [-0.791, -0.025, -5.962], [-3.065, -1.533, -4.151], [-3.390, -0.096, -5.113], [-3.938, -0.177, -3.437], [-0.714, 2.666, -3.542], [-2.247, 2.459, -2.669], [-2.242, 2.553, -4.434], [3.216, -1.738, -1.404], [4.124, -3.871, -2.230], [2.653, -5.464, -3.415], [0.263, -4.936, -3.747], [-0.671, -2.833, -2.839], [2.364, -0.596, -3.814], [3.999, 1.003, -4.684], [4.430, 3.121, -3.480], [3.191, 3.620, -1.405], [1.484, 2.047, -0.562], [2.809, 1.069, 0.948], [3.986, 3.007, 1.895], [3.083, 4.148, 3.901], [0.969, 3.363, 4.920], [-0.198, 1.388, 3.982], [1.649, -2.855, 0.406], [3.598, -4.251, 0.966], [4.849, -3.850, 3.063], [4.184, -1.990, 4.555], [2.328, -0.524, 3.940], [-1.937, 2.585, 1.089], [-0.777, 3.715, 0.459], [-0.844, 4.317, -0.719], [0.280, 5.227, -0.941], [1.029, 5.156, 0.413], [0.286, 4.118, 1.124], [-1.582, 4.144, -1.380], [-0.073, 6.230, -1.172], [0.892, 4.866, -1.765], [0.994, 6.096, 0.963], [2.071, 4.858, 0.293], [0.486, 3.821, 2.068], [-5.068, 1.834, -1.293], [-4.753, 0.442, -1.168], [-3.635, -0.032, -0.138], [-4.432, 0.266, 1.239], [-3.985, 0.424, 2.516], [-3.781, -1.580, -0.170], [-3.597, -2.397, -1.344], [-5.712, 1.933, -2.161], [-4.164, 2.429, -1.442], [-5.587, 2.182, -0.401], [-4.680, 0.081, 3.265], [-3.269, 1.201, 2.731], [-1.566, -0.180, 2.510], [-3.621, -3.423, -0.994], [-2.625, -2.192, -1.783], [-4.411, -2.198, -2.039], [-0.793, -2.921, 0.250]]}


[4]
{"formula": "C54H81F4N11O5PS", "method": "ωB97M-V/def2-TZVPD", "spin_multiplicity": 1, "charge": 1, "orbital_gap_ev": 5.86, "total_energy_ha": -4223.49385, "lumo_ha": -0.1316, "symbols": ["C", "C", "C", "C", "C", "C", "C", "C", "C", "C", "N", "C", "N", "C", "C", "C", "F", "C", "F", "F", "C", "O", "C", "C", "C", "O", "C", "F", "C", "C", "O", "N", "P", "O", "O", "S", "H", "H", "H", "H", "H", "H", "H", "H", "H", "H", "H", "H", "H", "H", "H", "H", "H", "H", "H", "H", "H", "H", "H", "H", "H", "H", "H", "H", "H", "H", "H", "H", "H", "H", "H", "H", "H", "H", "H", "H", "H", "N", "C", "C", "C", "C", "H", "H", "H", "H", "H", "N", "C", "C", "C", "C", "H", "H", "H", "H", "H", "N", "C", "C", "C", "C", "H", "H", "H", "H", "H", "N", "C", "C", "C", "C", "H", "H", "H", "H", "H", "N", "C", "C", "C", "C", "H", "H", "H", "H", "H", "N", "C", "C", "C", "C", "H", "H", "H", "H", "H", "N", "C", "C", "C", "C", "H", "H", "H", "H", "H", "N", "C", "C", "C", "C", "H", "H", "H", "H", "H"], "positions_angstrom": [[0.732, -4.542, -5.257], [0.057, -3.461, -4.386], [-0.974, -2.641, -5.172], [-0.316, -1.614, -6.086], [-1.317, -0.653, -6.723], [-1.721, 0.524, -5.845], [-0.623, 1.568, -5.665], [-1.074, 2.735, -4.770], [-0.398, 2.761, -3.385], [-1.472, 2.567, -2.314], [-1.005, 2.820, -0.947], [-0.102, 2.118, -0.301], [0.349, 2.539, 0.927], [-0.645, 2.536, 2.037], [-1.012, 1.159, 2.611], [-2.471, 0.860, 2.400], [-3.238, 1.910, 2.022], [-3.019, -0.344, 2.536], [-4.192, -0.713, 2.083], [-2.393, -1.329, 3.132], [1.717, 2.096, 1.295], [1.874, 2.101, 2.682], [2.188, 0.766, 0.716], [3.702, 0.614, 0.958], [3.948, -0.309, 2.132], [5.321, -0.230, 2.482], [1.828, 0.718, -0.747], [2.088, -0.513, -1.281], [2.595, 1.776, -1.584], [3.570, 1.174, -2.584], [2.877, 0.645, -3.704], [0.375, 0.983, -0.948], [-0.624, -0.452, -0.864], [-2.110, 0.078, -0.699], [-0.581, -0.952, -2.370], [-0.174, -1.789, 0.414], [1.812, -4.452, -5.220], [0.419, -4.446, -6.294], [0.456, -5.535, -4.917], [0.835, -2.770, -4.065], [-0.410, -3.908, -3.514], [-1.574, -3.327, -5.768], [-1.619, -2.134, -4.452], [0.447, -1.075, -5.519], [0.212, -2.161, -6.865], [-0.968, -0.306, -7.694], [-2.221, -1.230, -6.925], [-2.558, 1.026, -6.330], [-2.043, 0.142, -4.873], [0.251, 1.069, -5.242], [-0.317, 1.934, -6.642], [-2.157, 2.682, -4.665], [-0.843, 3.663, -5.285], [0.260, 1.896, -3.357], [0.169, 3.670, -3.213], [-1.907, 1.588, -2.443], [-2.270, 3.273, -2.530], [-1.394, 3.619, -0.470], [-0.267, 3.190, 2.810], [-1.541, 3.016, 1.674], [-0.382, 0.369, 2.217], [-0.819, 1.183, 3.684], [2.403, 2.848, 0.902], [2.493, 2.804, 2.890], [1.716, -0.030, 1.290], [4.180, 1.577, 1.128], [4.138, 0.123, 0.092], [3.308, -0.072, 2.983], [3.707, -1.330, 1.824], [5.426, -0.847, 3.210], [3.151, 2.460, -0.948], [1.900, 2.367, -2.175], [4.209, 0.420, -2.136], [4.234, 1.979, -2.899], [2.999, 1.234, -4.450], [-2.588, -0.003, -1.535], [0.020, -0.433, -2.924], [3.766, 5.350, 3.342], [2.704, 5.842, 2.616], [3.096, 7.033, 2.070], [4.439, 7.267, 2.469], [4.823, 6.215, 3.252], [3.778, 4.498, 3.869], [1.770, 5.306, 2.561], [2.487, 7.672, 1.452], [5.049, 8.117, 2.215], [5.752, 6.009, 3.753], [-6.269, 4.921, 2.781], [-5.873, 3.611, 2.656], [-6.937, 2.821, 2.996], [-8.018, 3.682, 3.333], [-7.576, 4.969, 3.192], [-5.688, 5.721, 2.611], [-4.881, 3.360, 2.334], [-6.943, 1.744, 3.002], [-9.005, 3.388, 3.646], [-8.075, 5.909, 3.351], [9.266, -0.510, 0.680], [8.314, -0.262, 1.632], [8.945, 0.302, 2.710], [10.328, 0.398, 2.394], [10.494, -0.110, 1.135], [9.093, -0.926, -0.215], [7.278, -0.503, 1.468], [8.468, 0.612, 3.625], [11.109, 0.794, 3.020], [11.375, -0.221, 0.527], [-3.980, -7.258, -2.169], [-2.988, -6.537, -1.564], [-3.501, -5.308, -1.246], [-4.856, -5.289, -1.678], [-5.120, -6.508, -2.242], [-3.886, -8.197, -2.507], [-2.010, -6.958, -1.408], [-2.964, -4.511, -0.756], [-5.556, -4.476, -1.581], [-6.020, -6.905, -2.679], [-6.260, 4.391, -1.665], [-6.451, 5.651, -2.159], [-5.676, 5.789, -3.280], [-4.997, 4.556, -3.476], [-5.378, 3.719, -2.458], [-6.707, 4.011, -0.847], [-7.123, 6.340, -1.677], [-5.612, 6.669, -3.897], [-4.317, 4.312, -4.276], [-5.108, 2.699, -2.238], [4.844, -2.694, 5.407], [3.727, -3.374, 5.826], [3.839, -4.665, 5.389], [5.068, -4.772, 4.681], [5.667, -3.544, 4.712], [5.033, -1.725, 5.581], [2.954, -2.885, 6.395], [3.121, -5.448, 5.559], [5.466, -5.653, 4.208], [6.603, -3.201, 4.303], [4.962, -0.587, 8.248], [6.145, -1.033, 8.776], [6.498, -0.178, 9.784], [5.487, 0.819, 9.871], [4.552, 0.539, 8.913], [4.466, -1.020, 7.496], [6.627, -1.915, 8.392], [7.380, -0.259, 10.395], [5.451, 1.644, 10.562], [3.636, 1.039, 8.650], [-8.848, -6.986, -4.139], [-8.148, -8.161, -4.083], [-8.994, -9.133, -3.622], [-10.257, -8.520, -3.394], [-10.134, -7.198, -3.723], [-8.476, -6.105, -4.439], [-7.114, -8.205, -4.378], [-8.740, -10.168, -3.467], [-11.151, -8.998, -3.031], [-10.849, -6.394, -3.697]]}


[5]
{"formula": "C5H11N2O", "method": "ωB97M-V/def2-TZVPD", "spin_multiplicity": 1, "smiles": "CC1(C)C=[NH+][C@@H](O)N1", "charge": 1, "orbital_gap_ev": 9.71, "total_energy_ha": -381.54869, "e_above_lowest_kcal_mol": 72.3, "lumo_ha": -0.1701, "symbols": ["C", "C", "C", "C", "N", "C", "O", "N", "H", "H", "H", "H", "H", "H", "H", "H", "H", "H", "H"], "positions_angstrom": [[0.473, 0.532, 1.443], [-0.428, 0.465, 0.147], [-1.444, 1.586, 0.053], [0.731, 0.537, -0.868], [0.891, -0.567, -1.533], [0.290, -1.678, -0.698], [1.343, -1.974, 0.073], [-0.822, -0.947, -0.029], [-0.341, 0.351, 2.136], [0.742, 1.557, 1.516], [1.362, -0.273, 1.435], [-0.905, 2.535, -0.385], [-1.843, 1.810, 1.002], [-2.383, 1.162, -0.507], [1.317, 1.421, -0.968], [1.650, -0.986, -2.049], [-0.058, -2.370, -1.390], [1.173, -2.142, 1.028], [-1.748, -1.021, -0.405]]}